Molecular formula: C4H10NO2
Method: DFT, ωB97M-V/def2-TZVPD

Structure (ORCA input):
```
! wB97M-V def2-TZVPD RIJCOSX def2/J DEFGRID3
* xyz 0 2
C 1.182 -1.195 -0.760
O 1.474 -1.254 -2.187
C 0.271 0.004 -0.415
C 0.170 0.103 1.096
C -0.891 1.090 1.600
O -2.140 1.071 0.910
N -0.900 -0.078 -1.239
H 0.678 -2.101 -0.407
H 2.179 -1.167 -0.327
H 0.609 -1.028 -2.526
H 0.862 0.841 -0.831
H -0.096 -0.876 1.510
H 1.142 0.401 1.481
H -1.088 0.933 2.661
H -0.489 2.101 1.446
H -0.985 0.503 -2.065
H -1.976 0.653 0.055
*
```

Properties
Energy relative to the best compared isomer or geometry (same formula, charge and spin) (kcal per mole): 31.6
HOMO (alpha / beta) (eV): -10.1 / -10.1
HOMO-LUMO gap (alpha / beta) (eV): 10.931 / 8.459
LUMO energy (alpha / beta) (Ha): 0.029 / -0.061

natural (NBO) population analysis, charges in e, atoms 1 to 8:
1 C -0.049
2 O -0.700
3 C -0.161
4 C -0.428
5 C -0.055
6 O -0.721
7 N -0.477
8 H 0.169

=====

Molecular formula: C3H12N4
Method: DFT, ωB97M-V/def2-TZVPD

Structure (ORCA input):
```
! wB97M-V def2-TZVPD RIJCOSX def2/J DEFGRID3
* xyz 0 1
H 1.006 -1.693 -1.851
N 0.429 -1.723 -0.979
N 0.534 -0.785 -0.205
N 1.212 0.339 -0.451
C 2.568 0.378 -0.952
C 0.862 1.385 0.481
H 2.756 1.327 -1.453
H 3.274 0.272 -0.118
H 2.738 -0.434 -1.658
H 0.973 2.351 -0.011
H 1.496 1.369 1.375
H -0.177 1.229 0.770
C -2.801 -0.685 0.232
N -1.990 -0.133 1.307
H -3.448 -1.517 0.541
H -3.430 0.107 -0.175
H -2.132 -1.043 -0.548
H -2.572 0.075 2.112
H -1.299 -0.822 1.585
*
```

Properties
Energy relative to the best compared isomer or geometry (same formula, charge and spin) (kcal per mole): 66.2
HOMO (eV): -8.6
SMILES: [H]/N=N\N(C)C.CN
HOMO-LUMO gap (eV): 9.621
LUMO energy (Ha): 0.036

natural (NBO) population analysis, charges in e, atoms 1 to 8:
1 H 0.272
2 N -0.398
3 N 0.026
4 N -0.279
5 C -0.437
6 C -0.429
7 H 0.213
8 H 0.188

=====

Molecular formula: C11H21FN2O4P
Method: DFT, ωB97M-V/def2-TZVPD

Structure (ORCA input):
```
! wB97M-V def2-TZVPD RIJCOSX def2/J DEFGRID3
* xyz 1 1
C -2.764 0.844 2.735
C -2.305 -0.662 2.487
O -2.603 -1.501 3.379
N -1.601 -1.188 1.279
C -2.445 -1.112 0.055
C -2.497 -2.362 -0.960
O -3.108 -0.083 -0.250
P -0.007 -0.507 1.059
C 0.502 -0.440 -0.784
C -0.210 0.809 -1.506
C 0.713 1.609 -2.547
C 1.816 0.721 -3.304
C 1.313 2.940 -1.836
O 0.192 1.080 1.662
N 1.295 1.208 2.483
O 2.225 1.651 1.903
C 1.184 -1.648 2.043
C 2.717 -1.516 1.580
F 0.820 -3.044 1.858
H -2.487 1.509 1.838
H -2.338 1.280 3.705
H -3.907 0.873 2.833
H -3.583 -2.746 -1.011
H -1.777 -3.143 -0.539
H -2.188 -2.054 -2.027
H 1.638 -0.465 -0.861
H 0.091 -1.411 -1.253
H -1.113 0.380 -2.088
H -0.664 1.557 -0.754
H 0.000 2.005 -3.367
H 2.789 0.809 -2.682
H 2.007 1.170 -4.347
H 1.509 -0.376 -3.337
H 2.238 3.235 -2.451
H 1.561 2.763 -0.738
H 0.515 3.763 -1.947
H 1.149 -1.440 3.165
H 2.924 -0.646 0.872
H 3.053 -2.516 1.128
H 3.347 -1.346 2.527
*
```

Properties
HOMO (eV): -14.1
SMILES: CC(=O)[N+](C(C)=O)=[P@@](CCC(C)C)(ON=O)[C@H](C)F
HOMO-LUMO gap (eV): 9.036
LUMO energy (Ha): -0.187

natural (NBO) population analysis, charges in e, atoms 1 to 8:
1 C -0.731
2 C 0.669
3 O -0.441
4 N -0.851
5 C 0.699
6 C -0.725
7 O -0.493
8 P 1.876

=====

Molecular formula: C23H27FO4
Method: DFT, ωB97M-V/def2-TZVPD

Structure (ORCA input):
```
! wB97M-V def2-TZVPD RIJCOSX def2/J DEFGRID3
* xyz 0 1
O -3.984 4.045 -1.549
C -3.249 3.080 -1.573
C -2.763 2.508 -2.851
C -2.297 1.262 -2.891
C -2.273 0.402 -1.674
O -2.325 -0.802 -1.795
C -2.242 1.114 -0.356
C -2.753 2.424 -0.330
C -2.781 3.152 0.847
C -2.276 2.594 2.009
C -1.758 1.315 1.956
F -1.263 0.789 3.091
C -1.700 0.536 0.804
C -1.002 -0.788 0.879
C 0.523 -0.641 1.057
C 1.276 -0.316 -0.254
C 1.917 1.049 -0.320
C 1.196 2.228 -0.124
C 1.814 3.464 -0.207
C 3.172 3.554 -0.488
C 3.901 2.390 -0.681
C 3.276 1.154 -0.595
H -2.860 3.110 -3.745
H -2.003 0.779 -3.814
H -3.190 4.153 0.856
H -2.268 3.126 2.950
H -1.162 -1.346 -0.035
H -1.421 -1.391 1.680
H 0.764 0.106 1.813
H 0.887 -1.593 1.447
H 2.063 -1.054 -0.407
H 0.585 -0.431 -1.094
H 0.137 2.195 0.098
H 1.227 4.360 -0.049
H 3.644 4.525 -0.548
H 4.960 2.453 -0.897
H 3.866 0.263 -0.765
C -5.407 -3.683 2.642
C -3.891 -3.697 2.662
O -3.336 -2.390 2.531
H -5.769 -3.227 1.720
H -5.807 -4.696 2.712
H -5.800 -3.105 3.481
H -3.503 -4.264 1.817
H -3.525 -4.170 3.580
H -3.654 -1.858 3.267
C 6.577 -2.689 -1.875
C 5.122 -2.516 -1.483
O 4.410 -1.677 -2.387
H 7.071 -1.719 -1.934
H 7.106 -3.308 -1.150
H 6.659 -3.168 -2.853
H 5.045 -2.029 -0.510
H 4.628 -3.491 -1.405
H 4.439 -2.084 -3.259
*
```

Properties
Energy relative to the best compared isomer or geometry (same formula, charge and spin) (kcal per mole): 43.6
HOMO (eV): -8.8
SMILES: O=C1C=CC(=O)c2c1ccc(F)c2CCCc1ccccc1.CCO.CCO
HOMO-LUMO gap (eV): 7.837
LUMO energy (Ha): -0.036

natural (NBO) population analysis, charges in e, atoms 1 to 8:
1 O -0.510
2 C 0.516
3 C -0.231
4 C -0.225
5 C 0.526
6 O -0.507
7 C -0.134
8 C -0.142

=====

Molecular formula: C10H15N2O
Method: DFT, ωB97M-V/def2-TZVPD

Structure (ORCA input):
```
! wB97M-V def2-TZVPD RIJCOSX def2/J DEFGRID3
* xyz 1 1
C 1.715 -0.187 -1.579
C 2.099 -0.376 -0.060
C 3.584 -0.049 0.168
C 1.210 0.449 0.969
C 1.252 1.894 0.624
N 0.138 2.447 0.297
C -0.862 1.483 0.304
O -2.055 1.535 -0.044
C -0.272 0.241 0.730
C -0.932 -0.915 0.902
C -2.370 -1.100 0.592
C -3.095 -0.434 -0.538
N -4.393 -0.398 -0.598
H 1.156 -1.112 -1.818
H 2.541 -0.039 -2.244
H 1.033 0.723 -1.746
H 1.990 -1.470 0.286
H 3.732 0.993 0.194
H 4.327 -0.537 -0.624
H 4.087 -0.359 1.139
H 1.443 0.182 1.967
H 2.241 2.501 0.522
H -0.617 -1.791 1.420
H -3.123 -0.835 1.397
H -2.354 -2.131 0.500
H -2.639 -0.097 -1.578
H -4.947 -0.114 -1.395
H -4.888 -0.502 0.214
*
```

Properties
Energy relative to the best compared isomer or geometry (same formula, charge and spin) (kcal per mole): 36.1
HOMO (eV): -13.5
SMILES: CC(C)[C@H]1C=NC(=O)/C1=C\CC=[NH2+]
HOMO-LUMO gap (eV): 9.156
LUMO energy (Ha): -0.158

natural (NBO) population analysis, charges in e, atoms 1 to 8:
1 C -0.631
2 C -0.193
3 C -0.628
4 C -0.344
5 C 0.251
6 N -0.461
7 C 0.645
8 O -0.563

=====

Molecular formula: C3H16N2O2
Method: DFT, ωB97M-V/def2-TZVPD

Structure (ORCA input):
```
! wB97M-V def2-TZVPD RIJCOSX def2/J DEFGRID3
* xyz 1 2
C 0.376 -1.505 0.130
C 0.852 0.088 -0.043
C 0.109 0.853 1.042
N 1.149 2.670 1.677
N -1.222 -1.356 0.706
H 0.751 -2.009 1.032
H 0.867 -2.127 -0.628
H 0.550 0.266 -1.037
H 1.924 0.007 0.071
H -0.858 1.319 0.780
H 0.135 0.289 1.977
H 1.625 3.163 0.922
H 0.752 3.419 2.224
H -1.189 3.358 -3.762
H -0.982 -1.478 1.673
H -1.427 -2.258 0.228
H -1.698 -0.971 -0.098
H -0.165 -4.787 -0.038
H -1.226 -4.635 0.676
O -0.753 -4.009 0.082
H -0.295 3.921 -4.983
H 1.900 2.088 2.031
O -1.173 3.696 -4.660
*
```

Properties
Energy relative to the best compared isomer or geometry (same formula, charge and spin) (kcal per mole): 67.7
HOMO (alpha / beta) (eV): -9.7 / -13.5
HOMO-LUMO gap (alpha / beta) (eV): 6.323 / 10.046
LUMO energy (alpha / beta) (Ha): -0.125 / -0.125

natural (NBO) population analysis, charges in e, atoms 1 to 8:
1 C -0.202
2 C -0.457
3 C -0.379
4 N -0.978
5 N -0.806
6 H 0.190
7 H 0.255
8 H 0.212

=====

Molecular formula: C7H9NO4
Method: DFT, ωB97M-V/def2-TZVPD

Structure (ORCA input):
```
! wB97M-V def2-TZVPD RIJCOSX def2/J DEFGRID3
* xyz 0 1
C 1.763 0.489 1.654
O 0.873 -0.541 1.335
C 0.230 -0.298 0.159
C -0.268 -1.562 -0.371
C -1.179 -1.658 -1.307
C -1.807 -0.547 -1.968
C -1.820 0.579 -1.245
C -1.095 0.767 0.057
O -0.622 2.051 0.317
N -1.957 0.346 1.219
O -2.724 -0.551 1.048
O -1.705 0.785 2.316
H 1.283 1.428 2.203
H 2.244 0.979 0.866
H 2.527 0.028 2.385
H 0.817 0.293 -0.495
H 0.301 -2.418 0.135
H -1.403 -2.666 -1.598
H -2.503 -0.782 -2.759
H -2.502 1.452 -1.545
H -0.438 1.997 1.311
*
```

Properties
Energy relative to the best compared isomer or geometry (same formula, charge and spin) (kcal per mole): 119.6
HOMO (eV): -9.0
SMILES: CO[C@H]1C=CC=C[C@@]1(O)[N+](=O)[O-]
HOMO-LUMO gap (eV): 9.031
LUMO energy (Ha): 0.002

natural (NBO) population analysis, charges in e, atoms 1 to 8:
1 C -0.252
2 O -0.495
3 C 0.056
4 C -0.177
5 C -0.225
6 C -0.183
7 C -0.200
8 C 0.274

=====

Number 1: strongest force on any atom 3.3 eV Å⁻¹. Number 2: strongest force on any atom 1.8 eV Å⁻¹. Number 3: strongest force on any atom 6.1 eV Å⁻¹. Number 4: strongest force on any atom 0.5 eV Å⁻¹. Number 5: strongest force on any atom 4.2 eV Å⁻¹. Number 6: strongest force on any atom 8.4 eV Å⁻¹. Number 7: strongest force on any atom 4.7 eV Å⁻¹.